1.
C4H7CdO3 | ωB97M-V with the def2-TZVPD basis set

```
! RIJCOSX wB97M-V def2-TZVPD def2/J DEFGRID3
* xyz 0 2
H 2.96 1.89 -0.50
O -0.01 1.79 0.47
C -1.19 1.71 0.06
C -1.79 0.52 -0.45
O -1.18 -0.63 -0.52
C -0.65 -1.36 0.62
C 0.69 -1.96 0.22
O 1.67 -1.07 -0.11
Cd 1.65 0.80 -0.16
H -1.81 2.61 -0.03
H -2.86 0.49 -0.63
H -1.39 -2.14 0.83
H -0.54 -0.67 1.46
H 0.50 -2.65 -0.62
H 0.99 -2.56 1.11
*
```

The energy above the lowest of the compared OMol25 structures with the same formula, charge and spin comes out at 43.7 kcal per mole. As for the HOMO energy (spin up / spin down): -8.97 / -9.01 eV. The calculation puts the gap between HOMO and LUMO (spin up / spin down) at 0.3503 / 0.2397 Eh.

Here are the natural (NBO) charges for atoms 1 to 8, given in e: -0.59, -0.67, 0.24, 0.22, -0.49, -0.10, -0.06, -1.01

---

2.
C4H7Cl | ωB97M-V with the def2-TZVPD basis set

```
! RIJCOSX wB97M-V def2-TZVPD def2/J DEFGRID3
* xyz 0 1
C 1.67 -0.60 -1.70
C 0.21 -0.25 -1.77
C -0.68 -0.33 -0.75
C -0.38 -0.61 0.69
H 2.21 0.42 -1.66
H 2.09 -1.06 -2.60
H 1.97 -1.36 -0.94
H -0.16 0.00 -2.75
H -1.71 -0.21 -0.97
H -1.09 -1.37 1.00
H 0.68 -0.93 0.90
Cl -0.53 0.90 1.66
*
```

The SMILES is C/C=C\CCl. The energy above the lowest of the compared OMol25 structures with the same formula, charge and spin comes out at 6.8 kcal per mole. As for the HOMO energy: -9.51 eV. The calculation puts the gap between HOMO and LUMO at 0.3884 Eh.

Here are the natural (NBO) charges for atoms 1 to 8, given in e: -0.67, -0.15, -0.22, -0.40, 0.23, 0.23, 0.22, 0.20

---

3.
C4H7Cl | ωB97M-V with the def2-TZVPD basis set

```
! RIJCOSX wB97M-V def2-TZVPD def2/J DEFGRID3
* xyz 0 1
C -1.10 1.20 -0.44
C -0.24 0.22 -0.11
C -0.45 -1.25 -0.29
C 0.96 0.47 0.76
Cl 2.56 -0.28 -0.05
H -0.80 2.15 -0.46
H -2.01 1.05 -1.00
H -1.48 -1.49 -0.54
H 0.25 -1.41 -1.09
H 0.02 -1.78 0.53
H 1.28 1.40 1.00
H 1.01 -0.28 1.69
*
```

The SMILES is C=C(C)CCl. The energy above the lowest of the compared OMol25 structures with the same formula, charge and spin comes out at 20.3 kcal per mole. As for the HOMO energy: -9.79 eV. The calculation puts the gap between HOMO and LUMO at 0.3891 Eh.

Here are the natural (NBO) charges for atoms 1 to 8, given in e: -0.37, 0.00, -0.66, -0.29, -0.19, 0.19, 0.20, 0.23